Record 1
The following is a DFT calculation (ωB97M-V with the def2-TZVPD basis set) of C15H29CaN6O2PS as an isolated structure.

```
55
Properties=species:S:1:pos:R:3:forces:R:3
Ca -0.881387 0.230814 0.103203 -0.1 -0.1 0.0
N -2.558688 1.359820 -1.457441 0.0 0.0 0.0
C -3.521720 2.248818 -0.777889 0.0 0.0 0.0
C -2.910355 2.845002 0.479099 0.0 0.0 0.0
N -2.402266 1.824537 1.422564 0.0 0.1 0.0
C -3.456889 1.094019 2.155309 0.0 0.0 0.0
C -3.836471 -0.240166 1.530630 0.0 0.0 0.0
N -2.652020 -1.112149 1.392883 0.0 0.0 0.0
H -3.036254 0.807041 -2.161925 0.0 0.0 0.0
H -1.881144 1.920001 -1.971340 0.0 0.0 0.0
H -3.853763 3.068325 -1.419151 0.0 0.0 0.0
H -4.411980 1.671491 -0.531548 0.0 0.0 0.0
H -2.063005 3.476774 0.199955 0.0 0.0 0.0
H -3.651569 3.492154 0.959601 0.0 0.0 0.0
H -1.849283 2.322444 2.111321 0.0 0.0 0.0
H -3.088670 0.905953 3.166895 0.0 0.0 0.0
H -4.358311 1.706486 2.259431 0.0 0.0 0.0
H -4.615258 -0.694396 2.148274 0.0 0.0 0.0
H -4.258832 -0.101598 0.536310 0.0 0.0 0.0
H -2.265529 -1.303998 2.314053 0.0 0.0 0.0
H -2.943670 -2.014587 1.031229 0.0 0.0 0.0
S 2.289734 0.939016 -3.584210 0.0 0.0 0.0
C 2.396002 2.423308 -2.754919 0.0 0.0 0.0
C 1.594185 2.437890 -1.645551 0.0 0.0 0.0
C 0.852791 1.227934 -1.398665 0.0 0.0 0.0
C 1.152355 0.330921 -2.409045 0.0 0.0 0.0
C 0.597316 -1.029295 -2.576687 0.0 0.0 0.0
C 0.932495 -1.845404 -3.658117 0.0 0.0 0.0
C 0.374783 -3.104746 -3.767264 0.0 0.0 0.0
C -0.512506 -3.540653 -2.792697 0.0 0.0 0.0
C -0.795531 -2.679374 -1.752768 0.0 0.0 0.0
N -0.264963 -1.457651 -1.632521 0.0 0.0 0.0
H 3.023942 3.213540 -3.138452 0.0 0.0 0.0
H 1.537858 3.314072 -1.010430 0.0 0.0 0.0
H 1.616273 -1.489919 -4.416961 0.0 0.0 0.0
H 0.625381 -3.739097 -4.607065 0.0 0.0 0.0
H -0.975115 -4.515593 -2.839480 0.0 0.0 0.0
H -1.483954 -2.979052 -0.969889 0.0 0.0 0.0
N 3.535896 0.339054 -0.322481 0.0 0.0 0.0
C 3.030829 -0.925978 0.285846 0.0 0.0 0.0
P 2.177299 -0.450889 1.855943 0.0 0.0 0.0
O 2.908560 0.783921 2.305993 0.0 0.0 0.0
O 0.695099 -0.517977 1.683162 0.0 0.0 0.0
C 2.671104 -1.683947 3.165133 0.0 0.0 0.0
N 3.453680 -0.898117 4.186287 0.0 0.0 0.0
H 3.915123 0.942842 0.416627 0.0 0.0 0.0
H 2.729603 0.853918 -0.751183 0.0 0.0 0.0
H 4.229539 0.180935 -1.052286 0.0 0.0 0.0
H 3.878059 -1.582988 0.478978 0.0 0.0 0.0
H 2.351772 -1.401055 -0.419561 0.0 0.0 0.0
H 3.287145 -2.497163 2.788893 0.0 0.0 0.0
H 1.788600 -2.107714 3.635822 0.0 0.0 0.0
H 2.975340 -0.842545 5.084391 0.0 0.0 0.0
H 3.522945 0.069170 3.767425 0.0 0.0 0.0
H 4.385435 -1.274157 4.354289 0.0 0.0 0.0
```
Positions in Å, forces in eV/Å.

DFT total energy = -2484.83950 Ha
HOMO-LUMO gap = 0.2959 Ha
ΔE to the lowest compared entry with this formula, charge and spin = 0.3 kcal/mol
LUMO = -5.11 eV
total charge = +2
max |F| = 0.10 eV/A
HOMO level = -13.160 eV

Record 2
The following is a DFT calculation (ωB97M-V with the def2-TZVPD basis set) of a 3-piece molecular cluster, C15H29F3O5 overall at a distorted geometry.

```
52
Properties=species:S:1:pos:R:3:forces:R:3
O 5.092165 -1.660054 2.376942 -1.6 0.4 -1.4
C 4.164329 -1.275763 1.687460 1.6 -0.2 0.9
C 3.872314 0.157666 1.219915 -0.5 -0.8 -0.4
C 2.761529 -0.106551 0.178912 1.1 0.4 0.6
C 2.073198 -1.209033 0.938658 -0.1 0.3 0.1
C 0.819873 -1.872704 0.406154 0.4 0.1 0.2
C -0.387079 -1.457875 1.221572 -0.9 -0.3 -0.2
O -1.359185 -2.485131 1.183160 0.2 -0.1 -0.3
C -1.038620 -0.142012 0.731503 -0.3 -0.1 0.0
F -2.215008 -0.342020 0.125305 0.2 0.0 0.0
F -1.274011 0.674775 1.779784 0.1 0.0 0.0
F -0.263056 0.531386 -0.133772 0.1 0.1 0.1
O 3.185338 -2.098319 1.198196 0.2 -0.2 0.5
H 4.764349 0.650295 0.872221 0.3 0.1 0.0
H 3.404887 0.708185 2.024656 0.3 0.3 0.5
H 2.197555 0.781000 -0.057934 -0.3 0.1 -0.1
H 3.256192 -0.523857 -0.687083 -0.3 -0.1 -0.6
H 1.855882 -0.813725 1.931173 -0.5 0.2 0.1
H 0.668192 -1.626081 -0.635471 0.0 -0.2 -0.4
H 0.895129 -2.941939 0.533789 0.1 -0.4 -0.1
H -0.131646 -1.297676 2.260368 0.4 0.2 0.2
H -1.799454 -2.512377 2.030485 -0.3 -0.1 0.2
C -1.168440 -4.007442 -4.739429 0.1 -0.1 0.1
C -0.139063 -2.908871 -4.534687 -0.1 0.0 -0.1
O 0.583207 -3.022124 -3.322868 0.0 0.1 0.2
C 1.357257 -4.198230 -3.170476 0.1 -0.1 0.0
C 2.445809 -4.354106 -4.219014 -0.1 0.0 -0.1
H -1.819315 -4.086791 -3.867983 0.0 0.1 0.0
H -1.778062 -3.792757 -5.617212 0.0 0.0 0.0
H -0.698861 -4.980599 -4.892232 0.0 0.0 -0.1
H -0.645797 -1.945309 -4.480306 0.0 0.0 0.1
H 0.547078 -2.857184 -5.387472 0.0 0.0 0.0
H 0.712223 -5.083381 -3.145664 0.0 0.0 0.0
H 1.818258 -4.117914 -2.185384 -0.1 0.1 0.0
H 2.029972 -4.533304 -5.211804 0.0 0.0 0.0
H 3.087843 -5.199595 -3.971716 0.0 0.0 0.0
H 3.055914 -3.451729 -4.273061 0.0 0.0 0.1
C -3.414010 6.874038 2.866228 -0.1 -0.2 0.0
C -2.031740 6.283480 2.642363 0.0 0.1 -0.1
O -1.688379 5.265622 3.562386 0.1 0.0 0.1
C -2.518775 4.119487 3.549286 -0.1 -0.1 0.0
C -2.525184 3.378779 2.222475 -0.1 0.3 -0.1
H -3.529954 7.190042 3.903601 0.0 0.1 0.0
H -3.565188 7.735635 2.215635 0.0 0.0 0.0
H -4.203512 6.152677 2.649296 0.0 0.0 0.0
H -1.280280 7.061410 2.778169 0.0 0.0 0.0
H -1.928934 5.921765 1.612927 0.0 0.0 0.0
H -3.539444 4.380959 3.851507 0.0 0.0 0.0
H -2.120347 3.465660 4.325572 0.1 0.1 0.0
H -3.005554 3.964909 1.436441 0.0 0.0 0.0
H -3.071167 2.442173 2.316518 0.0 0.0 0.0
H -1.508431 3.164509 1.900912 0.0 0.0 0.0
```
Positions in Å, forces in eV/Å.

DFT total energy = -1264.70946 Ha
HOMO-LUMO gap = 0.3736 Ha
ΔE to the lowest compared entry with this formula, charge and spin = 0.0 kcal/mol
LUMO = 0.48 eV
SMILES = O=C1CC[C@@H](C[C@H](O)C(F)(F)F)O1.CCOCC.CCOCC
max |F| = 2.17 eV/A
HOMO level = -9.686 eV

Record 3
The following is a DFT calculation (ωB97M-V with the def2-TZVPD basis set) of one molecule with the formula C15H29N4O3P.

```
52
Properties=species:S:1:pos:R:3:forces:R:3
C -1.846348 0.674967 3.306924 -0.1 -0.1 -0.1
C -1.119979 1.115330 2.026612 0.1 0.1 0.1
C -2.077491 1.581028 0.935447 0.0 0.1 0.0
C -1.391506 2.003545 -0.361354 0.0 -0.1 0.0
C -0.514835 3.247934 -0.251296 0.0 0.0 -0.1
C 0.347851 3.501473 -1.503566 0.0 0.0 0.0
C 1.831651 3.691622 -1.177709 0.0 -0.2 -0.1
C 2.494081 2.344250 -0.860347 -0.1 0.0 0.1
C 2.927690 1.547635 -2.110188 0.0 -0.2 0.2
C 2.221672 0.195169 -2.236951 -0.1 0.2 0.0
C 2.639998 -0.818099 -1.176773 -0.1 0.0 -0.1
C 2.096471 -2.216954 -1.472721 -0.1 0.0 0.0
C 2.002541 -3.123304 -0.224211 0.2 0.0 0.0
C 0.589465 -3.301729 0.201286 -0.2 0.1 0.1
N 0.005776 -4.495220 0.059080 0.1 -0.1 0.0
N -1.256555 -4.598536 0.376923 -0.1 0.0 0.1
C -1.874852 -3.507639 0.829801 0.1 0.0 0.0
P -3.643565 -3.686244 1.239762 0.0 0.1 0.1
O -4.358999 -4.478825 0.244447 0.0 0.0 0.0
O -4.123319 -2.202745 1.520962 0.0 0.0 -0.3
O -3.645267 -4.243437 2.729030 -0.1 -0.2 -0.2
N -1.289157 -2.325760 1.010013 -0.1 0.0 0.0
N -0.029859 -2.221193 0.685586 0.1 0.1 0.0
H -1.847128 -0.412020 3.408426 0.0 0.0 0.0
H -1.388305 1.093094 4.203813 0.0 0.0 0.0
H -2.894031 0.986073 3.287662 0.0 0.1 0.1
H -0.526263 0.286080 1.641469 0.1 0.0 -0.1
H -0.412646 1.915593 2.264668 -0.1 0.0 0.0
H -2.770668 0.761097 0.714726 0.0 0.1 0.0
H -2.675634 2.416691 1.319235 0.0 -0.1 0.0
H -0.772963 1.168696 -0.718019 0.0 0.0 0.0
H -2.155943 2.179798 -1.126216 0.1 -0.1 0.0
H -1.154864 4.118112 -0.077799 0.0 0.0 0.1
H 0.135549 3.163036 0.624525 0.0 0.0 -0.1
H 0.252108 2.641660 -2.177395 0.0 0.1 -0.1
H -0.029145 4.365771 -2.054948 0.0 0.0 0.0
H 2.332585 4.152217 -2.034516 0.1 0.1 0.1
H 1.939094 4.360206 -0.319136 0.0 0.1 -0.1
H 1.765479 1.746835 -0.299061 0.1 0.0 0.1
H 3.339641 2.489242 -0.184219 0.0 0.0 -0.1
H 2.745338 2.141091 -3.009791 0.0 0.0 0.0
H 4.005146 1.363026 -2.058466 0.0 0.1 -0.1
H 1.142653 0.367008 -2.132532 0.0 -0.1 -0.1
H 2.377520 -0.227517 -3.235080 0.1 0.0 0.0
H 3.733680 -0.843548 -1.116289 0.0 -0.1 0.1
H 2.255795 -0.499716 -0.202665 0.1 0.0 0.0
H 1.097419 -2.103602 -1.907838 0.0 -0.1 0.0
H 2.703454 -2.717250 -2.229145 0.0 0.1 0.0
H 2.443099 -4.103251 -0.396109 0.0 0.0 0.0
H 2.526342 -2.641124 0.604675 0.1 -0.1 0.0
H -4.196290 -1.688413 0.701615 0.0 0.0 0.2
H -3.956486 -5.162153 2.717655 0.1 0.1 0.1
```
Positions in Å, forces in eV/Å.

DFT total energy = -1375.08419 Ha
HOMO-LUMO gap = 0.3179 Ha
LUMO = -1.01 eV
SMILES = CCCCCCCCCCCCCc1nnc(P(=O)(O)O)nn1
max |F| = 0.33 eV/A
HOMO level = -9.659 eV

What is the formula in the third record?
C15H29N4O3P